Formula: C50H54AsGeNO4PTi
Source: the Open Molecules 2025 dataset
Level of theory: the ωB97M-V functional and the def2-TZVPD basis

Calculated values
Energy above the lowest of the compared OMol25 structures with the same formula, charge and spin   296.7 kJ/mol
Total charge   +1
HOMO energy   -9.60 eV
Kohn-Sham gap   0.20364 Ha
Spin multiplicity   1
Calculated total energy   -212158.7107 eV

The geometry in XYZ format:
```
113
Properties=species:S:1:pos:R:3:mulliken_charge:R:1
As -1.336 -1.832 4.197 0.344
Ge 2.268 3.117 0.406 -0.424
Ti 0.501 1.985 -1.399 0.011
P 0.161 0.306 -3.254 2.730
O 0.176 2.951 0.264 0.543
O 2.053 2.961 -1.772 -0.358
O 2.201 1.344 0.164 0.472
O -1.535 3.990 -2.210 -0.751
N -1.031 -0.431 0.007 -0.542
C 2.570 0.997 2.569 -1.137
C -0.505 3.013 2.589 -1.207
C 2.751 0.436 1.196 1.340
C 3.995 -1.260 -5.390 -0.767
C -1.279 2.100 -6.710 -0.740
C 2.750 -1.227 -6.004 -1.009
C 2.982 -0.290 -3.408 -0.132
C -3.112 -1.977 -2.434 -0.580
C 0.808 -5.650 5.971 -0.672
C 1.690 -0.318 -4.029 0.363
C -1.105 3.770 -4.992 -1.116
C -1.411 -3.557 -3.013 -0.849
C 0.495 -3.253 6.092 -0.422
C 4.090 -0.732 -4.137 -0.202
C -2.950 -5.395 1.563 -0.722
C -0.732 2.788 -4.040 0.822
C 2.851 3.780 -2.669 1.416
C 1.576 -0.938 -5.310 -0.664
C -2.172 2.859 0.801 -1.112
C -4.150 -1.733 4.993 -0.095
C -0.448 0.446 -0.543 0.672
C -1.957 -3.180 2.916 0.287
C -2.858 -2.991 1.874 0.039
C -3.595 -1.417 7.712 -0.581
C -0.762 3.090 -2.630 0.533
C 4.257 0.128 0.917 -1.694
C -0.909 4.984 0.919 -1.384
C -1.330 3.460 -6.309 -0.909
C -2.833 -1.747 5.444 0.556
C -0.940 -1.148 -3.196 0.438
C -1.945 -5.602 2.478 -0.718
C 3.097 2.994 -3.955 -1.091
C -2.272 -0.943 -2.861 -0.715
C -0.565 -4.563 4.329 0.563
C -0.871 1.124 -5.797 -0.894
C 4.132 3.987 -1.901 -2.033
C 0.081 -5.719 4.805 -0.608
C -0.377 -3.321 5.010 -0.131
C -4.898 -1.449 7.253 -0.383
C -0.531 1.473 -4.463 -0.014
C -0.847 3.500 1.198 1.263
C -1.456 -4.483 3.194 0.331
C 2.011 5.085 -2.889 -0.843
C 0.971 -4.430 6.621 -0.662
C -2.538 -1.579 6.782 -0.434
C 1.990 -0.853 0.981 -1.245
C -2.702 -3.312 -2.553 -0.246
C -3.391 -4.113 1.226 -0.747
C -0.509 -2.459 -3.169 -0.433
C -5.186 -1.607 5.922 -0.643
H -4.159 -4.018 0.474 0.537
H 0.576 3.263 2.839 0.229
H -2.200 1.801 1.056 0.171
H 4.573 3.035 -1.589 0.383
H -1.555 4.265 -6.962 0.483
H 2.937 2.067 2.639 0.243
H -4.356 -1.872 3.936 0.257
H -4.076 -1.591 -1.994 0.332
H 4.891 -1.569 -5.874 0.432
H 4.102 2.584 -3.944 0.420
H -0.091 -6.684 4.353 0.312
H -1.419 1.812 -7.767 0.392
H 2.441 -1.744 1.511 0.458
H -1.076 3.442 3.394 0.503
H 1.957 -0.991 -0.127 0.104
H -5.652 -1.389 8.053 0.327
H 2.686 5.897 -3.313 0.486
H 3.080 0.471 3.379 0.506
H -1.223 4.766 -4.643 0.606
H 1.515 5.371 -1.919 0.018
H 1.183 4.857 -3.596 0.205
H 2.303 2.257 -4.188 0.059
H -0.839 0.119 -6.132 0.456
H 3.011 3.748 -4.828 0.313
H -1.528 -1.485 7.122 0.263
H 0.549 -2.713 -3.372 0.349
H 2.708 -1.570 -6.994 0.484
H -1.419 -6.527 2.681 0.349
H -3.219 -1.958 1.706 0.401
H -1.775 5.439 1.362 0.465
H 1.491 0.957 2.738 0.102
H 0.566 -1.218 -5.662 0.454
H 0.946 -0.819 1.359 0.027
H -2.645 0.053 -2.985 0.321
H 1.552 -4.376 7.518 0.405
H 3.068 0.093 -2.378 0.123
H 3.931 4.682 -1.049 0.396
H 4.626 -0.458 1.769 0.471
H 4.824 4.495 -2.588 0.577
H -0.031 5.592 1.178 0.290
H -3.210 -6.269 0.933 0.282
H 4.859 1.055 0.939 0.383
H 5.094 -0.614 -3.646 0.336
H 0.765 -2.301 6.550 0.485
H -3.044 3.363 1.334 0.486
H -3.444 -4.111 -2.285 0.354
H -0.923 -4.554 -3.146 0.334
H -0.560 1.884 2.606 0.110
H 1.292 -6.525 6.387 0.401
H -1.146 4.998 -0.193 0.216
H -6.209 -1.477 5.556 0.338
H -2.280 2.967 -0.297 0.172
H -3.351 -1.305 8.786 0.340
H 4.484 -0.357 -0.044 0.243
```